# 1
Below is a molecular structure, C36H34MoN4OP2Se2Te, with properties calculated with the ωB97M-V functional and the def2-TZVPD basis.

```
81
Properties=species:S:1:pos:R:3
Mo 0.458 0.842 0.209
Se 7.581 0.996 -0.859
P 6.484 -0.478 0.130
C 6.484 -2.064 -0.732
C 6.685 -3.279 -0.071
C 6.870 -4.450 -0.803
C 6.859 -4.407 -2.190
C 6.639 -3.201 -2.852
C 6.449 -2.031 -2.130
C 7.013 -0.799 1.821
C 8.237 -1.452 1.970
C 8.763 -1.668 3.235
C 8.078 -1.223 4.360
C 6.874 -0.545 4.217
C 6.343 -0.328 2.949
C 4.691 0.085 0.259
C 3.395 -0.405 -0.088
N 2.543 0.598 0.033
N 3.254 1.653 0.483
N 4.524 1.357 0.655
P 2.579 -2.034 -0.188
Se 0.571 -1.646 0.637
C 2.542 -2.627 -1.864
C 3.241 -3.765 -2.262
C 3.171 -4.170 -3.593
C 2.447 -3.432 -4.514
C 1.776 -2.277 -4.118
C 1.814 -1.880 -2.797
C 3.347 -3.191 0.910
C 2.893 -4.515 0.867
C 3.409 -5.433 1.767
C 4.356 -5.033 2.709
C 4.773 -3.709 2.771
C 4.262 -2.784 1.875
H 6.740 -3.311 1.009
H 7.057 -5.388 -0.286
H 7.035 -5.317 -2.760
H 6.648 -3.166 -3.937
H 6.356 -1.080 -2.643
H 8.790 -1.774 1.095
H 9.716 -2.172 3.343
H 8.493 -1.389 5.350
H 6.353 -0.171 5.094
H 5.420 0.229 2.851
H 3.833 -4.335 -1.558
H 3.699 -5.063 -3.907
H 2.406 -3.750 -5.551
H 1.217 -1.699 -4.846
H 1.276 -1.000 -2.481
H 2.146 -4.827 0.146
H 3.071 -6.463 1.738
H 4.762 -5.761 3.406
H 5.494 -3.390 3.517
H 4.579 -1.756 1.942
N -0.708 0.307 -2.689
C -0.286 0.470 -1.622
H -1.117 0.053 -3.572
O -1.723 1.000 0.973
H -2.479 0.817 0.402
H -1.883 0.508 1.786
C 1.547 8.145 -1.183
C 1.654 6.812 -0.477
C 0.678 5.831 -0.643
C 0.763 4.617 0.014
C -0.304 3.580 -0.234
C 1.854 4.390 0.863
Te 1.999 2.594 1.914
C 2.885 5.336 1.028
C 4.129 5.111 1.865
C 2.751 6.530 0.336
H 0.553 8.304 -1.601
H 2.272 8.203 -2.002
H 1.770 8.966 -0.498
H -0.168 6.025 -1.299
H -0.891 3.790 -1.121
H -0.971 3.453 0.608
H 0.204 2.646 -0.459
H 3.892 4.895 2.904
H 4.757 5.998 1.857
H 4.728 4.289 1.481
H 3.539 7.275 0.434
```

Values from the calculation:
Total charge = +2
HOMO level (alpha / beta) = -12.18 / -12.18 eV
LUMO level (alpha / beta) = -6.557 / -6.791 eV
HOMO-LUMO gap (alpha / beta) = 5.6 / 5.4 eV
⟨S²⟩ = 2.0159
2S+1 = 3
Relative energy (zero: lowest compared OMol25 entry of this formula, charge and spin) = 1.942 eV
E = -204295.6861 eV
Max |F| = 1.5 eV Å⁻¹



# 2
Below is 7 unconnected molecules or ions with the total composition C11H26Cl4N4O11, with properties calculated with the ωB97M-V functional and the def2-TZVPD basis.

```
56
Properties=species:S:1:pos:R:3
C 4.883 5.401 0.287
N 5.181 6.580 -0.569
O 6.219 6.588 -1.191
O 4.346 7.464 -0.578
H 5.781 4.817 0.432
H 4.080 4.845 -0.192
H 4.483 5.786 1.221
C 2.209 -2.137 -2.089
N 1.828 -1.170 -3.162
O 0.652 -0.885 -3.249
O 2.705 -0.743 -3.880
H 1.563 -3.000 -2.192
H 2.058 -1.644 -1.130
H 3.262 -2.366 -2.199
C -0.375 4.674 1.121
N -1.494 4.135 0.328
O -2.031 3.117 0.718
O -1.830 4.771 -0.650
H 0.313 3.865 1.365
H -0.712 5.189 2.014
H 0.205 5.371 0.522
C 1.524 -4.654 2.338
N 1.839 -3.552 1.388
O 2.912 -3.580 0.821
O 1.001 -2.681 1.245
H 1.206 -4.193 3.266
H 2.406 -5.267 2.460
H 0.686 -5.199 1.915
C -2.073 0.462 -1.360
O -2.577 -0.822 -0.936
C -3.254 -1.543 -1.826
O -3.422 -1.302 -2.985
O -3.755 -2.581 -1.150
C -4.631 -3.478 -1.817
H -2.910 1.086 -1.661
H -1.415 0.330 -2.220
H -1.524 0.840 -0.509
H -5.636 -3.058 -1.859
H -4.661 -4.386 -1.221
H -4.286 -3.728 -2.819
Cl -1.663 -3.653 3.352
C -2.419 -2.861 1.926
C -3.714 -2.180 2.229
Cl -4.929 -3.301 2.920
H -2.483 -3.587 1.124
H -1.677 -2.110 1.659
H -4.117 -1.801 1.292
H -3.612 -1.364 2.937
Cl 0.624 0.874 2.320
C 1.034 0.295 0.694
C 1.296 1.429 -0.264
Cl 2.774 2.319 0.255
H 0.232 -0.339 0.321
H 1.929 -0.315 0.770
H 0.519 2.187 -0.263
H 1.449 1.057 -1.274
```

Values from the calculation:
HOMO level = -10.77 eV
LUMO level = -0.426 eV
HOMO-LUMO gap = 10.3 eV
Relative energy (zero: lowest compared OMol25 entry of this formula, charge and spin) = 0.000 eV
E = -90390.6432 eV
SMILES string = C[N+](=O)[O-].C[N+](=O)[O-].C[N+](=O)[O-].C[N+](=O)[O-].COC(=O)OC.ClCCCl.ClCCCl
Max |F| = 1.5 eV Å⁻¹



# 3
Below is a molecular structure, C22H38N7O4PPtS, with properties calculated with the ωB97M-V functional and the def2-TZVPD basis.

```
74
Properties=species:S:1:pos:R:3
Pt 0.564 -0.566 -0.813
O -1.918 -1.811 3.971
S -0.793 -1.339 3.103
N -1.411 -0.973 1.619
N 0.213 1.581 -0.422
C 0.231 2.700 -0.738
N 0.302 3.980 -0.969
C -0.631 4.603 -1.648
N -1.397 5.262 -2.229
C 3.930 -1.342 3.523
C 4.327 -2.490 2.603
C 4.257 -2.114 1.117
C 4.602 -3.350 0.256
C 4.491 -3.115 -1.246
C 5.292 -1.050 0.834
O 6.463 -1.153 1.175
N 4.835 0.021 0.150
C 3.516 0.251 -0.348
O 3.383 1.234 -1.044
N 2.538 -0.630 -0.002
C 2.815 -1.718 0.759
O 1.939 -2.487 1.144
H 4.040 -1.627 4.571
H 2.889 -1.058 3.359
H 4.557 -0.463 3.352
H 3.655 -3.335 2.754
H 5.349 -2.812 2.815
H 3.910 -4.138 0.559
H 5.615 -3.664 0.522
H 3.474 -2.836 -1.529
H 4.757 -4.021 -1.795
H 5.160 -2.318 -1.579
H 5.497 0.737 -0.109
C -1.440 -3.571 -3.941
C -1.502 -3.865 -2.435
C -2.280 -5.169 -2.234
C -0.048 -4.084 -1.994
P -2.126 -2.263 -1.560
N -1.149 -1.100 -1.735
C -2.528 -2.801 0.230
C -2.652 -1.531 1.127
C -1.389 -3.647 0.810
C -3.831 -3.596 0.406
C -3.774 -1.742 -2.403
C -4.809 -2.823 -2.731
C -4.449 -0.680 -1.522
C -3.411 -0.997 -3.701
H -0.839 -4.349 -4.426
H -0.967 -2.605 -4.124
H -2.422 -3.582 -4.411
H -1.828 -5.949 -2.862
H -3.328 -5.089 -2.522
H -2.237 -5.525 -1.206
H 0.444 -4.751 -2.712
H 0.035 -4.538 -1.008
H 0.493 -3.134 -1.971
H -0.674 -0.808 0.889
H -3.242 -1.807 2.006
H -3.176 -0.734 0.608
H -0.408 -3.199 0.644
H -1.391 -4.657 0.401
H -1.541 -3.737 1.891
H -4.719 -2.990 0.228
H -3.882 -3.953 1.440
H -3.880 -4.466 -0.248
H -5.151 -3.372 -1.854
H -4.436 -3.541 -3.459
H -5.686 -2.340 -3.178
H -4.835 -1.073 -0.583
H -5.298 -0.261 -2.072
H -3.751 0.132 -1.309
H -3.199 -1.672 -4.527
H -2.541 -0.362 -3.529
H -4.262 -0.373 -3.997
```

Values from the calculation:
Total charge = -2
HOMO level (alpha / beta) = -1.23 / -1.44 eV
LUMO level (alpha / beta) = 4.266 / 4.258 eV
HOMO-LUMO gap (alpha / beta) = 5.5 / 5.7 eV
⟨S²⟩ = 2.0070
2S+1 = 3
Relative energy (zero: lowest compared OMol25 entry of this formula, charge and spin) = 0.000 eV
E = -65423.7504 eV
Max |F| = 0.4 eV Å⁻¹